43
Properties=species:S:1:pos:R:3:forces:R:3:lowdin_charge:R:1 method="wB97M-V/def2-TZVPD" homo_energy_ev="-9.707 / -9.664" energy_ev=-90779.56051 gap_ev="5.2 / 5.2" spin_multiplicity=2 charge=+1
Ru 0.450 1.372 1.292 -1.943 -1.144 0.624 0.755
S 0.321 2.777 3.228 -0.082 -1.731 -2.135 0.613
S -3.890 2.477 7.178 0.324 -0.234 -0.642 0.600
S -1.518 3.080 5.510 -0.371 -0.123 0.220 0.894
S -1.774 0.284 2.244 1.858 1.225 -0.415 0.633
S -3.329 0.949 4.670 0.349 0.196 -0.107 0.913
P 0.638 -0.735 -1.605 -0.130 0.528 0.748 1.185
N 2.970 0.689 -2.221 -0.254 0.216 0.554 -0.127
N 2.041 1.383 -0.350 -0.482 0.191 0.727 -0.051
N -0.859 1.500 -0.647 0.987 -0.836 0.788 -0.041
N 1.085 -0.876 1.211 -0.664 1.176 -0.728 -0.042
N -1.996 0.168 -1.983 0.455 0.347 0.319 -0.127
N 0.412 -2.771 0.314 0.209 0.573 0.085 -0.126
C 1.026 -1.816 2.182 -0.034 -0.301 0.281 -0.124
C -1.949 1.244 3.632 -0.098 -0.041 0.046 -1.146
C -2.105 2.006 -0.804 -0.348 0.101 -0.049 -0.124
C 0.697 -1.466 0.081 0.232 -0.029 -0.328 -0.461
C -0.809 0.378 -1.363 0.293 -0.124 -0.238 -0.458
C -2.971 2.176 5.852 -0.205 0.466 0.833 -1.481
C 3.150 2.119 -0.573 0.387 0.152 -0.226 -0.098
C 3.739 1.696 -1.735 0.091 0.343 0.312 -0.031
C -2.360 -0.979 -2.768 -0.160 -0.578 -0.308 -0.021
C 1.941 0.518 -1.353 -0.352 -0.278 -0.056 -0.462
C 0.606 -2.999 1.636 0.232 0.150 0.567 -0.034
C -0.110 -3.711 -0.638 -0.340 -0.469 -0.504 -0.022
C -1.094 2.256 4.034 0.146 0.015 -0.151 -1.148
C 3.211 -0.050 -3.434 0.038 -0.441 -0.560 -0.025
C -2.821 1.185 -1.632 -0.151 0.552 0.252 -0.035
H 0.400 -3.612 -1.598 0.000 -0.018 0.112 0.081
H -2.601 -1.818 -2.111 -0.035 0.034 -0.115 0.094
H -1.177 -3.539 -0.786 0.034 -0.070 -0.003 0.093
H -3.235 -0.742 -3.371 0.084 -0.003 0.026 0.104
H 1.303 -1.597 3.196 -0.072 -0.012 0.093 0.118
H 3.451 2.900 0.100 0.091 0.064 0.016 0.115
H 4.625 2.039 -2.227 0.169 0.015 -0.162 0.129
H 0.028 -4.725 -0.269 0.044 0.076 0.005 0.104
H -1.538 -1.263 -3.425 -0.095 0.033 0.016 0.080
H 4.120 0.329 -3.900 -0.108 -0.029 0.041 0.101
H -3.833 1.257 -1.976 -0.147 -0.030 -0.110 0.131
H 3.344 -1.113 -3.217 0.029 0.138 -0.017 0.095
H -2.400 2.924 -0.332 -0.112 0.043 0.075 0.118
H 0.437 -3.954 2.090 -0.021 -0.191 0.020 0.131
H 2.377 0.061 -4.132 0.150 0.048 0.096 0.096